Computed, not measured: a cluster of 9 separate species, C49H69N3O29 in total at a distorted geometry, with ωB97M-V with the def2-TZVPD basis set.

```
150
Properties=species:S:1:pos:R:3
C -2.239 0.691 3.492
C -1.987 -0.593 3.007
C -2.410 -1.098 1.648
C -3.518 -1.911 1.618
C -3.966 -2.418 0.346
C -3.310 -2.054 -0.801
C -3.791 -2.585 -2.162
C -2.807 -3.730 -2.565
O -2.694 -3.826 -4.006
C -1.487 -4.319 -4.387
O -0.883 -5.172 -3.784
C -2.144 -1.200 -0.792
N -1.557 -0.889 -1.991
C -0.515 -0.103 -1.834
C 0.197 0.358 -3.111
C -0.847 1.215 -3.944
C -0.221 2.498 -4.540
C 0.811 2.141 -5.684
C 0.088 2.404 -7.032
O 0.692 1.815 -8.176
C 0.835 0.404 -8.094
C -0.440 -0.367 -7.683
C -0.013 0.347 -0.540
O 1.092 1.158 -0.509
C 2.326 0.433 -0.676
C 2.440 -0.888 0.141
N 2.357 -2.028 -0.780
C 3.171 -3.175 -0.388
C 3.517 -4.095 -1.585
C 4.764 -4.987 -1.292
O 2.388 -4.902 -1.940
N -0.571 0.047 0.601
C -1.687 -0.738 0.458
H -1.613 1.570 3.262
H -3.074 0.885 4.190
H -1.478 -1.278 3.708
H -3.987 -2.156 2.575
H -4.838 -3.077 0.316
H -4.834 -2.928 -2.131
H -3.642 -1.803 -2.926
H -1.824 -3.486 -2.132
H -3.173 -4.703 -2.198
H -1.043 -3.925 -5.326
H 0.420 -0.530 -3.727
H 1.070 0.985 -2.909
H -1.354 0.603 -4.709
H -1.641 1.497 -3.224
H -1.061 3.062 -4.989
H 0.238 3.137 -3.767
H 1.662 2.838 -5.587
H 1.093 1.092 -5.510
H -0.997 2.183 -6.941
H 0.137 3.508 -7.198
H 1.100 0.056 -9.110
H 1.687 0.130 -7.441
H -0.412 -1.428 -7.967
H -0.519 -0.311 -6.578
H -1.360 0.113 -8.060
H 2.579 0.198 -1.722
H 3.120 1.109 -0.308
H 3.465 -0.904 0.557
H 1.756 -0.940 1.007
H 1.402 -2.291 -0.996
H 2.571 -3.800 0.316
H 4.129 -2.898 0.082
H 3.769 -3.505 -2.484
H 4.558 -6.054 -1.517
H 5.087 -4.957 -0.240
H 5.598 -4.718 -1.955
H 2.484 -5.762 -1.515
O -0.910 5.269 -6.383
C -0.672 5.974 -5.458
O -1.584 6.355 -4.527
C -0.877 6.996 -3.466
C 0.386 7.463 -4.146
O 0.550 6.504 -5.191
H -1.459 7.815 -3.050
H -0.682 6.264 -2.679
H 0.280 8.455 -4.591
H 1.246 7.464 -3.481
O -3.297 -3.105 5.076
C -2.327 -3.465 5.667
O -1.057 -3.150 5.316
C -0.198 -3.565 6.380
C -1.007 -4.646 7.049
O -2.352 -4.244 6.774
H 0.751 -3.929 5.994
H -0.012 -2.712 7.036
H -0.836 -5.630 6.609
H -0.830 -4.702 8.121
O 1.594 -2.893 -9.863
C 2.081 -2.248 -10.733
O 1.444 -1.248 -11.396
C 2.415 -0.570 -12.192
C 3.482 -1.622 -12.375
O 3.348 -2.413 -11.195
H 1.983 -0.240 -13.134
H 2.776 0.302 -11.642
H 3.301 -2.254 -13.247
H 4.482 -1.198 -12.447
O -0.206 -8.074 3.228
C -1.227 -7.483 3.098
O -1.585 -6.397 3.835
C -2.757 -5.839 3.236
C -3.344 -7.012 2.497
O -2.191 -7.799 2.194
H -3.427 -5.439 3.994
H -2.459 -5.030 2.564
H -4.022 -7.603 3.118
H -3.866 -6.718 1.588
O -3.695 5.087 3.971
C -4.558 4.460 4.496
O -4.449 3.157 4.857
C -5.589 2.834 5.656
C -6.602 3.859 5.214
O -5.780 4.957 4.815
H -5.916 1.813 5.471
H -5.321 2.935 6.710
H -7.188 3.526 4.355
H -7.281 4.152 6.013
O 7.432 -3.918 -0.692
C 8.310 -4.226 -1.429
O 9.328 -5.066 -1.108
C 10.036 -5.366 -2.310
C 9.709 -4.184 -3.189
O 8.426 -3.784 -2.709
H 11.102 -5.465 -2.118
H 9.660 -6.307 -2.716
H 10.410 -3.357 -3.056
H 9.665 -4.444 -4.244
O -2.102 4.636 10.219
C -2.028 5.268 9.214
O -0.946 6.007 8.855
C -1.144 6.426 7.500
C -2.641 6.370 7.355
O -3.011 5.348 8.284
H -0.743 7.425 7.339
H -0.631 5.728 6.836
H -3.125 7.304 7.649
H -2.954 6.111 6.345
O 0.643 10.072 13.161
C 0.181 9.026 12.840
O 0.478 7.840 13.433
C -0.436 6.863 12.929
C -0.849 7.453 11.605
O -0.713 8.858 11.831
H 0.047 5.895 12.824
H -1.272 6.769 13.625
H -0.186 7.160 10.793
H -1.872 7.200 11.336
```

Properties
Total charge: 0
Orbital gap: 7.060 eV